[1]
Computed, not measured: C41H34HfNO2S3 as an isolated structure, with ωB97M-V with the def2-TZVPD basis set.

Its multiplicity is 2. Its expectation value of S² is 0.75. The LUMO energy (spin up / spin down) comes out at -6.7 / -6.6 eV. The value obtained for the HOMO-LUMO gap (spin up / spin down) is 5.932 / 6.452 eV. The HOMO energy (spin up / spin down) comes out at -12.63 / -13.03 eV. Its total charge is +2. Its total energy is -3030.0420 Eh.

The geometry in XYZ format:
```
82
Properties=species:S:1:pos:R:3:forces:R:3
Hf -1.53984 0.67589 0.72947 0.6456 0.5366 -0.1302
C -0.49172 -6.72236 4.20128 -0.0144 -0.0131 0.0105
C -0.11745 -5.36500 3.69004 -0.0014 -0.0074 -0.0099
C -0.29545 -5.04911 2.33432 -0.0029 -0.0161 0.0056
C 0.02757 -3.80478 1.84350 0.0156 0.0405 -0.0018
C 0.53126 -2.85123 2.73099 -0.0127 -0.0805 0.0452
C 0.71165 -3.13091 4.08117 -0.0007 0.0091 -0.0009
C 0.39082 -4.39452 4.54933 0.0094 0.0157 -0.0038
S 0.93180 -1.24159 2.21774 -0.0362 0.0590 -0.0928
O -0.41228 -0.71031 1.59211 -0.0461 0.0673 0.1794
C 1.97915 -1.48225 0.79851 0.0137 -0.0369 -0.0224
C 2.87998 -2.56850 0.89236 0.0297 -0.0161 -0.0127
C 3.84115 -2.72179 -0.05994 -0.0112 0.0183 -0.0022
C 3.96529 -1.80188 -1.12413 0.0060 -0.0026 -0.0073
C 4.98161 -1.95336 -2.09855 -0.0181 -0.0052 0.0259
C 5.11418 -1.04520 -3.10498 -0.0015 0.0006 -0.0031
C 4.23487 0.05766 -3.18406 0.0504 -0.0232 -0.0290
C 3.23926 0.22291 -2.26844 -0.0316 -0.0238 0.0533
C 3.07038 -0.70763 -1.21013 0.0211 0.0265 -0.0238
C 2.04804 -0.56068 -0.22411 -0.0347 0.0543 0.0918
C 1.18543 0.66243 -0.34879 -0.0206 -0.1538 -0.1513
C 1.59252 1.85086 0.33397 0.0032 0.0290 0.0388
C 2.69451 1.85707 1.22619 -0.0373 -0.0012 -0.0270
C 3.07299 3.01821 1.83792 -0.0017 0.0435 0.0070
C 2.38127 4.22717 1.59927 0.0437 -0.0294 0.0320
C 1.31677 4.25454 0.74781 -0.0272 -0.0113 -0.0264
C 0.90394 3.07260 0.08823 0.0260 0.0219 0.0245
C -0.15633 3.08824 -0.84286 -0.0638 -0.0327 -0.0251
C -0.54234 1.94523 -1.50698 -0.1508 -0.0224 -0.0269
C 0.13336 0.71649 -1.26312 0.0253 -0.0582 0.1101
S -0.46378 -0.87303 -1.94446 -0.1820 -0.0384 -0.1770
O 0.63856 -1.50008 -2.69276 -0.0192 -0.1157 0.1854
C -1.68162 -0.33960 -3.12365 -0.0037 0.0075 -0.0994
C -1.36269 -0.42372 -4.46937 0.0296 0.1295 -0.0526
C -2.33512 -0.10960 -5.40678 0.0598 -0.0238 -0.0180
C -3.61873 0.27346 -5.02594 -0.0534 0.0220 0.0359
C -4.65440 0.61747 -6.05630 0.0057 -0.0088 0.0085
C -3.92109 0.33218 -3.66266 0.0316 0.0147 -0.1256
C -2.96374 0.01246 -2.71865 0.0654 0.0197 0.2214
H -0.29784 -7.49328 3.45722 0.0050 0.0042 -0.0035
H -1.55946 -6.74973 4.43037 0.0004 -0.0001 -0.0028
H 0.04821 -6.96982 5.11283 0.0042 0.0081 -0.0009
H -0.68300 -5.80419 1.66231 -0.0002 0.0012 -0.0013
H -0.09362 -3.57152 0.79247 -0.0016 -0.0088 -0.0028
H 1.10221 -2.37659 4.75316 0.0003 -0.0003 0.0013
H 0.53766 -4.62750 5.59570 -0.0029 -0.0074 -0.0011
H 2.80879 -3.27395 1.70744 -0.0179 0.0078 0.0066
H 4.52880 -3.55570 -0.00214 0.0003 -0.0013 -0.0005
H 5.65012 -2.80113 -2.02213 0.0069 0.0040 -0.0123
H 5.89376 -1.16170 -3.84525 -0.0002 0.0022 -0.0017
H 4.35859 0.77318 -3.98576 -0.0234 0.0164 0.0097
H 2.57372 1.07099 -2.35435 0.0135 0.0138 -0.0277
H 3.25220 0.94577 1.39534 0.0025 -0.0012 -0.0014
H 3.92426 3.02105 2.50575 0.0019 -0.0113 -0.0025
H 2.70882 5.13139 2.09399 -0.0127 0.0087 -0.0070
H 0.77774 5.17285 0.55559 0.0019 0.0013 0.0016
H -0.66088 4.02273 -1.05245 0.0177 0.0151 0.0213
H -1.30975 1.98942 -2.26827 -0.0162 -0.0189 -0.0236
H -0.37352 -0.74114 -4.77171 0.0014 -0.0205 0.0108
H -2.09317 -0.17656 -6.45998 -0.0019 -0.0091 -0.0004
H -4.50852 0.04072 -6.96780 -0.0005 0.0036 -0.0036
H -4.58770 1.67473 -6.32051 -0.0003 0.0016 -0.0018
H -5.66072 0.43061 -5.68546 0.0003 0.0043 0.0000
H -4.92152 0.60439 -3.35043 0.0093 -0.0041 0.0252
H -3.22680 0.03284 -1.66197 -0.0504 -0.1034 -0.0293
S -4.81326 -0.87319 1.22416 -0.0685 -0.0281 0.0184
C -3.44560 -0.22817 1.02451 -0.1376 -0.0941 -0.2274
C -0.34011 1.94405 3.79135 0.0587 -0.0547 -0.0546
C -1.11076 2.86011 2.89727 0.0572 0.1125 0.0381
C -1.24890 4.21080 2.94523 -0.1029 -0.0099 -0.0229
C -2.09392 4.60590 1.85513 0.0157 0.0074 0.0087
C -2.44607 3.48196 1.17947 -0.0665 -0.0651 0.0546
C -3.42321 3.26701 0.07159 -0.0644 -0.0308 0.0049
N -1.82965 2.37759 1.79726 0.0616 -0.1794 0.2149
H -0.26929 2.37098 4.78995 0.0234 0.0072 -0.0026
H 0.68200 1.77835 3.43456 -0.0056 -0.0052 -0.0015
H -0.83040 0.97145 3.89389 -0.0444 0.0240 0.0136
H -0.81813 4.85837 3.69252 -0.0088 0.0119 -0.0030
H -2.44194 5.60381 1.63758 0.0030 0.0013 0.0012
H -3.62904 4.19931 -0.45233 0.0194 0.0029 -0.0020
H -4.37301 2.87599 0.44288 0.0044 0.0115 0.0066
H -3.06688 2.56004 -0.69656 0.0076 -0.0127 -0.0055
```
Forces are in eV/Å.

Calculated atomic charges, method Mulliken, unit e:
1 Hf 0.290
2 C -1.447
3 C 0.877
4 C -0.966
5 C -0.353
6 C 0.545
7 C -0.378
8 C -0.966
9 S 0.383
10 O 0.253
11 C 1.474
12 C -1.101
13 C -1.160
14 C 0.772
15 C -1.097
16 C -0.718
17 C -0.968
18 C -0.971
19 C 1.058
20 C -1.048
21 C 0.521
22 C 1.437
23 C -0.987
24 C -0.877
25 C -0.946
26 C -0.700
27 C 0.640
28 C -1.191
29 C 0.193
30 C -0.912
31 S 1.031
32 O -0.631
33 C -0.045
34 C -0.472
35 C -0.915
36 C 0.903
37 C -1.474
38 C -1.077
39 C 0.461
40 H 0.395
41 H 0.303
42 H 0.398
43 H 0.445
44 H 0.517
45 H 0.510
46 H 0.417
47 H 0.637
48 H 0.463
49 H 0.478
50 H 0.438
51 H 0.472
52 H 0.471
53 H 0.630
54 H 0.500
55 H 0.464
56 H 0.546
57 H 0.469
58 H 0.763
59 H 0.579
60 H 0.418
61 H 0.403
62 H 0.292
63 H 0.389
64 H 0.430
65 H 0.176
66 S -0.134
67 C 0.050
68 C -1.280
69 C 0.731
70 C -0.790
71 C -0.971
72 C 0.590
73 C -0.712
74 N 0.549
75 H 0.494
76 H 0.119
77 H 0.228
78 H 0.541
79 H 0.530
80 H 0.374
81 H 0.282
82 H -0.041

---

[2]
Computed, not measured: a 2-piece molecular cluster, C8H15NOS overall in a non-equilibrium geometry, with ωB97M-V with the def2-TZVPD basis set.

As for the SMILES: CC(C)(C)SO.C/C=C/C#N. The LUMO energy comes out at 0.3 eV. The value obtained for the HOMO-LUMO gap is 8.944 eV. The HOMO energy comes out at -8.62 eV. Its total energy is -841.8896 Eh.

The geometry in XYZ format:
```
26
Properties=species:S:1:pos:R:3:forces:R:3
C -2.17301 0.57246 1.53029 0.5158 0.1635 1.3599
C 0.43927 -0.83578 3.84323 1.9465 1.6237 -1.1555
C 1.16749 1.68006 -1.67338 -3.3614 -2.4578 -1.5374
C 1.70700 -0.73721 -2.28605 -0.8797 2.7544 -0.7039
C -0.79389 0.13462 -2.61170 0.3215 2.4898 -0.1922
C -0.78220 -0.71841 2.98014 1.2708 4.0001 0.3443
C -1.15266 0.49150 2.43243 2.7476 -1.0345 3.2385
C 0.53863 0.16554 -1.87755 1.0831 1.2988 2.6520
N -3.02923 0.76069 0.82953 -3.0925 0.3338 -2.7614
O -1.00861 -1.52119 -0.21468 3.4253 -1.2380 -0.0907
S 0.13873 -0.31265 0.00819 1.2227 0.0485 -2.5388
H 0.79931 -1.80471 4.16409 -0.5373 -0.3032 -0.0669
H 1.33993 -0.36240 3.28407 -1.3777 -0.8776 0.5492
H 0.38730 -0.16647 4.68991 -0.3058 -0.0154 0.5604
H 0.34143 2.26812 -2.09452 0.3354 0.5991 0.8904
H 1.38094 1.79539 -0.64359 0.2425 0.6907 0.9237
H 1.98529 1.85231 -2.31159 1.3287 -0.0689 -0.5704
H 1.40687 -1.70384 -2.28122 -0.7587 -3.2202 -0.1050
H 2.47737 -0.59724 -1.57039 0.8356 0.0728 0.5488
H 2.06575 -0.45854 -3.27433 0.0957 -0.0028 -0.1922
H -1.50075 0.96292 -2.27552 1.1618 -0.7054 -0.2208
H -0.61607 0.30541 -3.68281 -0.1654 -0.2852 0.1188
H -1.36375 -0.72558 -2.42928 -0.3949 -1.6078 -0.0876
H -1.35842 -1.55016 2.83621 -1.3623 -2.0385 -0.8079
H -1.72557 -0.98900 -0.06937 -3.9593 1.5336 0.3321
H -0.67114 1.49418 2.69790 -0.3382 -1.7533 -0.4877
```
Forces are in eV/Å.

Calculated atomic charges, method natural (NBO), unit e:
1 C 0.247
2 C -0.675
3 C -0.625
4 C -0.626
5 C -0.662
6 C -0.057
7 C -0.354
8 C -0.039
9 N -0.335
10 O -0.831
11 S 0.397
12 H 0.234
13 H 0.231
14 H 0.232
15 H 0.216
16 H 0.209
17 H 0.207
18 H 0.209
19 H 0.214
20 H 0.200
21 H 0.224
22 H 0.216
23 H 0.232
24 H 0.209
25 H 0.476
26 H 0.251

---

[3]
Computed, not measured: C18H10AsCl2F11N5O4TeTi as an isolated structure in a non-equilibrium geometry, with ωB97M-V with the def2-TZVPD basis set.

The LUMO energy comes out at -6.6 eV. The value obtained for the HOMO-LUMO gap is 5.991 eV. The HOMO energy comes out at -12.55 eV. Its total charge is +1. Its total energy is -6638.7201 Eh.

The geometry in XYZ format:
```
53
Properties=species:S:1:pos:R:3:forces:R:3
Ti -0.08184 0.37817 0.27953 1.5396 -3.0119 0.3615
Cl -5.04112 -4.01143 -1.28673 -0.0507 -0.0630 -0.0238
C -3.51138 -3.37256 -0.95774 0.1359 -0.1464 -0.1524
C -3.39661 -2.25309 -0.22708 0.0332 0.0246 0.1682
C -2.09624 -1.69703 -0.01194 -0.0819 -0.0267 0.1021
N -1.82597 -0.63262 0.65741 -0.8674 -0.1865 -0.2497
C -2.72373 0.12777 1.48864 0.0626 -0.1126 0.3717
O -3.90241 0.22678 1.35480 -0.0156 -0.0477 -0.0992
C -1.89174 0.68962 2.60065 0.1062 -0.2397 -0.0932
C -2.44650 1.26160 3.71787 -0.1757 0.0965 0.0187
C -1.59205 1.65383 4.74070 0.0136 0.0362 0.0293
C -0.23356 1.44541 4.59723 -0.0283 0.0059 0.0579
C 0.24610 0.88261 3.42445 0.0553 -0.0204 -0.0530
N -0.56458 0.50609 2.44263 -0.4312 0.1870 0.1649
C -0.86137 -2.40744 -0.54731 -0.2060 -0.0354 -0.2785
C -1.06431 -3.61831 -1.29165 0.1409 0.0788 0.0244
C -2.31239 -4.06323 -1.51111 -0.2553 0.0241 0.0782
Cl -2.54740 -5.46085 -2.43587 -0.0424 -0.0516 -0.0311
N 0.24569 -1.80360 -0.26529 -0.2203 -0.1299 0.0944
C 1.51107 -2.37734 -0.58057 0.0421 0.1556 -0.0724
O 1.67866 -3.54956 -0.76353 0.0111 -0.0863 0.1189
C 2.68364 -1.43780 -0.73647 -0.1706 -0.0190 -0.0145
C 3.73033 -1.82586 -1.53728 0.0260 -0.0975 -0.1024
C 4.73968 -0.92211 -1.84689 -0.0008 0.0097 0.0038
C 4.66207 0.36371 -1.34920 0.0679 0.0177 -0.0395
C 3.63120 0.70308 -0.49492 0.0183 0.1172 0.1165
N 2.70216 -0.20344 -0.18551 -0.0765 0.2247 -0.3637
H -4.26518 -1.74327 0.15954 0.0068 0.0426 -0.0193
H -3.51763 1.39767 3.77245 0.0012 -0.0185 0.0111
H -1.98759 2.11580 5.63499 0.0049 -0.0030 -0.0033
H 0.46361 1.73653 5.36957 -0.0080 -0.0159 0.0060
H 1.30478 0.74576 3.25788 0.0048 0.0165 -0.0411
H -0.22398 -4.16286 -1.68522 0.0252 0.0347 -0.0287
H 3.71922 -2.83029 -1.93493 -0.0123 0.0211 -0.0376
H 5.55935 -1.21840 -2.48596 -0.0083 0.0011 -0.0041
H 5.40234 1.11114 -1.59471 -0.0102 0.0056 0.0142
H 3.51682 1.67026 -0.02642 -0.0274 0.0054 0.0046
F 0.51254 4.73540 -1.31091 -0.3666 0.1297 -0.3464
Te 0.15860 3.36221 -0.11513 0.8321 2.9434 0.4241
F -1.36472 4.40173 0.02648 -0.4322 -0.0287 -0.1158
F -0.09232 3.33944 1.74993 -0.1045 -0.2479 0.3203
F 1.78063 3.97796 0.56568 0.2233 0.1203 0.2409
F 1.36422 2.54050 -1.28973 -0.1006 -0.5150 -0.1141
O -0.97423 1.87263 -0.05224 -0.2330 1.4341 -0.6247
O 1.37960 1.35405 0.91630 0.8501 0.0874 0.4212
N 1.74996 0.04026 0.80905 0.3584 -0.2193 0.6199
F 0.50120 0.30140 -1.63506 -0.3382 0.5809 -0.2272
As -0.64401 1.07357 -3.09627 -0.4959 -0.7094 -0.6657
F -0.42472 -0.52150 -3.68777 0.1551 -0.3265 -0.1459
F -1.74223 1.44123 -4.32183 0.0301 0.1920 -0.1368
F 0.78519 1.56253 -3.83938 0.2996 0.1614 0.0552
F -0.84237 2.66929 -2.41247 0.0075 -0.5359 -0.0389
F -1.85647 0.42456 -2.04861 -0.2916 0.1399 0.2951
```
Forces are in eV/Å.

Calculated atomic charges, method Mulliken, unit e:
1 Ti 0.202
2 Cl -0.105
3 C 0.096
4 C -1.099
5 C 0.319
6 N 0.344
7 C -0.475
8 O -0.554
9 C 0.739
10 C -0.767
11 C -0.414
12 C -0.840
13 C 0.174
14 N 0.555
15 C 1.322
16 C -1.149
17 C 0.152
18 Cl -0.112
19 N 0.553
20 C 0.072
21 O -0.542
22 C 1.113
23 C -0.943
24 C -0.345
25 C -0.954
26 C 0.012
27 N 0.598
28 H 0.690
29 H 0.527
30 H 0.458
31 H 0.461
32 H 0.535
33 H 0.703
34 H 0.540
35 H 0.464
36 H 0.472
37 H 0.581
38 F -0.292
39 Te 1.506
40 F -0.346
41 F -0.422
42 F -0.376
43 F -0.369
44 O -0.333
45 O -0.391
46 N -0.688
47 F -0.535
48 As 2.101
49 F -0.487
50 F -0.431
51 F -0.439
52 F -0.426
53 F -0.450